# C4H7NO2

One molecule with the formula C4H7NO2 (ωB97M-V/def2-TZVPD, OMol25).

Structure (XYZ):
```
14
Properties=species:S:1:pos:R:3:mulliken_charge:R:1
C -0.653 -1.208 1.026 0.03
C 0.524 0.676 -0.544 -0.15
H 0.453 -0.979 -1.972 0.30
C -0.370 1.097 0.623 -0.49
N -0.817 -0.025 1.437 -0.49
H 0.635 1.496 -1.265 0.41
O 1.843 0.368 -0.140 -0.54
H 1.790 -0.384 0.468 0.39
H -1.136 -0.265 -1.566 0.30
H -1.243 1.662 0.275 0.33
H 0.180 1.752 1.308 0.31
C -0.144 -0.550 -1.172 -0.44
H -0.821 -2.028 1.733 0.40
O -0.240 -1.613 -0.210 -0.36
```

Values from the calculation:
HOMO-LUMO gap = 10.528 eV
Charge = 0
HOMO energy = -9.694 eV
SMILES string = O[C@@H]1CN=COC1
E_LUMO = 0.83 eV


# C4H7NO2

One molecule with the formula C4H7NO2 (ωB97M-V/def2-TZVPD, OMol25).

Structure (XYZ):
```
14
Properties=species:S:1:pos:R:3:mulliken_charge:R:1
C -0.016 -0.944 -0.806 -0.76
H -0.018 -0.509 -1.811 0.32
O 1.093 0.657 0.406 -0.39
H -0.982 2.008 0.847 0.36
H -0.717 -1.785 -0.786 0.35
H -0.757 1.857 -0.903 0.34
H -0.397 -1.351 1.490 0.38
C -1.125 1.349 -0.012 -1.49
H 2.916 -0.308 0.397 0.41
N 1.356 -1.384 -0.504 -0.49
H -2.188 1.124 -0.103 0.36
C -0.294 0.125 0.254 1.14
C 1.875 -0.390 0.094 0.04
O -0.745 -0.449 1.436 -0.56
```

Values from the calculation:
HOMO-LUMO gap = 10.864 eV
Charge = 0
HOMO energy = -9.997 eV
SMILES string = C[C@@]1(O)CN=CO1
E_LUMO = 0.87 eV


# C4H7NO2

One molecule with the formula C4H7NO2 at a distorted geometry (ωB97M-V/def2-TZVPD, OMol25).

Structure (XYZ):
```
14
Properties=species:S:1:pos:R:3:mulliken_charge:R:1
O -0.021 0.214 -0.961 -0.47
N -1.340 -1.815 -1.076 -0.38
O 0.898 -2.070 -0.661 -0.47
C 0.136 -0.208 1.302 -1.10
C 0.783 2.056 0.298 -1.12
C -0.088 -1.410 -0.720 0.48
C 0.230 0.668 0.253 1.03
H 1.690 2.111 -0.309 0.28
H -0.705 -0.862 1.459 0.32
H 1.015 2.367 1.314 0.32
H -1.374 -2.658 -1.630 0.27
H 0.721 -0.033 2.196 0.27
H -2.005 -1.097 -1.311 0.25
H 0.060 2.737 -0.154 0.32
```

Values from the calculation:
HOMO-LUMO gap = 8.883 eV
Charge = 0
HOMO energy = -8.164 eV
SMILES string = C=C(C)OC(N)=O
E_LUMO = 0.72 eV


# C4H7NO2

One molecule with the formula C4H7NO2 (ωB97M-V/def2-TZVPD, OMol25).

Structure (XYZ):
```
14
Properties=species:S:1:pos:R:3:mulliken_charge:R:1
H 1.471 -0.221 -2.014 0.22
C -0.272 0.256 0.030 1.14
H 2.350 -1.481 -1.194 0.24
O 1.333 -1.102 1.029 -0.61
C -1.393 -0.644 -0.228 -0.61
H 0.003 2.310 0.626 0.29
H -1.181 -1.626 -0.653 0.27
H -2.254 -0.575 0.432 0.26
C 1.005 -0.555 -0.010 0.19
C -0.372 1.367 1.043 -1.19
H 0.204 1.116 1.936 0.32
N 1.618 -0.786 -1.195 -0.37
H -1.421 1.517 1.318 0.33
O -1.089 0.423 -1.122 -0.50
```

Values from the calculation:
HOMO-LUMO gap = 10.773 eV
Charge = 0
HOMO energy = -9.882 eV
SMILES string = C[C@@]1(C(N)=O)CO1
E_LUMO = 0.89 eV


# C4H7NO2

One molecule with the formula C4H7NO2 at a distorted geometry (ωB97M-V/def2-TZVPD, OMol25).

Structure (XYZ):
```
14
Properties=species:S:1:pos:R:3:mulliken_charge:R:1
O 0.839 -0.282 -0.297 -0.39
H -0.944 -1.218 -2.460 0.25
H -2.189 -1.279 0.112 0.34
C -0.233 -0.967 -0.778 0.46
H 1.944 1.620 1.212 0.34
H 0.647 2.325 0.211 0.31
H 0.574 -2.222 -2.248 0.23
C 0.866 1.706 1.084 -1.31
C -1.373 -0.638 -0.163 -0.46
H 0.440 2.180 1.972 0.35
O -1.104 0.438 0.682 -0.35
C 0.272 0.344 0.888 0.50
H 0.475 -0.341 1.726 0.24
N -0.215 -1.665 -1.942 -0.49
```

Values from the calculation:
HOMO-LUMO gap = 8.643 eV
Charge = 0
HOMO energy = -7.635 eV
SMILES string = C[C@H]1OC=C(N)O1
E_LUMO = 1.01 eV


# C4H7NO2

One molecule with the formula C4H7NO2 at a distorted geometry (ωB97M-V/def2-TZVPD, OMol25).

Structure (XYZ):
```
14
Properties=species:S:1:pos:R:3:mulliken_charge:R:1
H -1.781 1.436 -0.800 0.37
H 0.762 2.183 -0.148 0.36
H -2.126 -0.300 -0.655 0.35
C 0.833 -1.896 -0.554 0.31
O 0.139 -1.436 0.641 -0.44
N 1.532 -2.757 -0.912 -0.53
H 0.561 1.369 1.409 0.32
C -0.094 0.259 -0.320 1.33
C 0.836 1.221 0.365 -1.29
O 0.355 -0.413 -1.341 -0.49
H 1.865 0.874 0.286 0.35
H -1.874 0.690 0.802 0.31
C -1.565 0.530 -0.230 -1.27
H 0.559 -1.761 1.455 0.33
```

Values from the calculation:
HOMO-LUMO gap = 9.582 eV
Charge = 0
HOMO energy = -9.471 eV
E_LUMO = 0.11 eV


# C4H7NO2

One molecule with the formula C4H7NO2 (ωB97M-V/def2-TZVPD, OMol25).

Structure (XYZ):
```
14
Properties=species:S:1:pos:R:3:mulliken_charge:R:1
C 1.095 -0.688 0.811 -0.49
O 2.519 1.238 0.928 -0.50
C 1.858 0.513 0.224 0.03
C -1.886 0.009 -0.013 -0.95
H -2.279 0.964 -0.367 0.35
H 1.704 0.634 -0.871 0.52
N -0.056 0.349 -1.645 -0.70
H -0.594 1.174 -1.889 0.19
H -1.806 0.023 1.079 0.29
H 0.586 -0.428 1.752 0.27
O 0.153 -1.278 -0.088 -0.39
H -2.571 -0.797 -0.290 0.26
C -0.569 -0.264 -0.663 0.78
H 1.844 -1.449 1.033 0.32
```

Values from the calculation:
HOMO-LUMO gap = 10.169 eV
Charge = 0
HOMO energy = -9.394 eV
SMILES string = [H]/N=C(\C)OCC=O
E_LUMO = 0.77 eV


# C4H7NO2

One molecule with the formula C4H7NO2 at a distorted geometry (ωB97M-V/def2-TZVPD, OMol25).

Structure (XYZ):
```
14
Properties=species:S:1:pos:R:3:mulliken_charge:R:1
H -2.243 -1.019 -0.191 0.24
C -0.799 0.108 0.929 0.32
C 1.194 1.381 -0.366 -1.39
H -0.792 0.796 -1.051 0.29
N -1.452 -1.119 0.429 -0.43
H 1.019 2.387 0.016 0.34
H 1.532 1.455 -1.409 0.36
O 1.110 -1.385 0.507 -0.54
C 0.441 -0.988 -0.433 0.01
H 1.993 0.907 0.207 0.34
H -1.441 -1.956 0.996 0.25
H 0.296 -1.580 -1.351 0.36
C -0.024 0.478 -0.328 0.34
O -0.834 0.533 2.043 -0.50
```

Values from the calculation:
HOMO-LUMO gap = 10.277 eV
Charge = 0
HOMO energy = -9.605 eV
SMILES string = C[C@@H](C=O)C(N)=O
E_LUMO = 0.67 eV


# C4H7NO2S

One molecule with the formula C4H7NO2S at a distorted geometry (ωB97M-V/def2-TZVPD, OMol25).

Structure (XYZ):
```
15
Properties=species:S:1:pos:R:3:mulliken_charge:R:1
N -0.033 0.738 -0.149 0.12
C 0.319 -1.342 1.147 -1.21
C -0.403 -0.670 -0.009 -0.22
H 0.908 1.074 -2.016 0.32
H -0.191 -1.157 -0.964 0.39
H 0.033 -0.875 2.087 0.35
H 0.030 -2.389 1.196 0.38
H 1.590 1.987 -0.658 0.35
S -2.278 -0.925 0.292 0.35
C -0.719 1.709 0.350 0.30
H 1.402 -1.292 1.042 0.35
H 1.907 0.249 -0.795 0.31
O -2.883 -1.011 -1.059 -0.44
C 1.169 1.031 -0.958 -0.93
O -0.851 2.872 0.496 -0.41
```

Values from the calculation:
HOMO-LUMO gap (spin up / spin down) = 9.363 / 6.191 eV
Charge = 0
HOMO energy (spin up / spin down) = -8.887 / -7.152 eV
E_LUMO (spin up / spin down) = 0.48 / -0.96 eV


# C4H7NO2S

One molecule with the formula C4H7NO2S at a distorted geometry (ωB97M-V/def2-TZVPD, OMol25).

Structure (XYZ):
```
15
Properties=species:S:1:pos:R:3:mulliken_charge:R:1
H 0.558 3.579 -1.408 0.23
H 1.286 1.770 -1.018 0.26
O -0.675 1.940 -1.888 -0.31
N -1.071 -0.177 -0.731 -0.43
C 0.403 2.486 -1.014 -0.43
O -0.134 0.063 0.235 -0.04
H 0.202 2.429 0.086 0.22
C -1.120 0.582 -1.798 0.08
H -1.897 -1.951 1.146 0.30
C -0.828 -1.974 0.828 -0.77
H -1.933 0.502 -2.610 0.30
H -0.651 -2.375 -0.243 0.29
C 0.095 -1.003 0.917 0.31
H -0.414 -2.973 1.361 0.29
S 1.594 -1.019 1.714 -0.30
```

Values from the calculation:
HOMO-LUMO gap = 8.687 eV
Charge = 0
HOMO energy = -8.533 eV
SMILES string = CO/C=N\OC(C)=S
E_LUMO = 0.15 eV


# C4H7NO2S

One molecule with the formula C4H7NO2S (ωB97M-V/def2-TZVPD, OMol25).

Structure (XYZ):
```
15
Properties=species:S:1:pos:R:3:mulliken_charge:R:1
H -1.159 -1.067 -1.451 0.35
C 0.934 1.806 0.098 -0.45
H 1.241 -2.204 0.351 0.27
O 0.522 0.777 -0.801 -0.28
H 1.924 1.584 0.511 0.22
O 2.624 -0.780 -0.113 -0.51
C 1.503 -1.189 0.044 0.00
H 0.996 2.718 -0.499 0.25
C -0.947 -0.992 -0.376 -0.38
H -0.910 -2.000 0.009 0.27
N 0.364 -0.434 -0.132 0.22
C -2.035 -0.247 0.345 -0.23
H -1.704 0.140 1.315 0.29
S -3.530 -0.052 -0.194 -0.23
H 0.177 1.941 0.892 0.21
```

Values from the calculation:
HOMO-LUMO gap = 8.646 eV
Charge = 0
HOMO energy = -9.221 eV
SMILES string = CON(C=O)CC=S
E_LUMO = -0.58 eV


# C4H7NO2S

A 3-piece molecular cluster, C4H7NO2S overall at a distorted geometry (ωB97M-V/def2-TZVPD, OMol25).

Structure (XYZ):
```
15
Properties=species:S:1:pos:R:3:mulliken_charge:R:1
C 1.092 -1.279 -0.127 -0.58
O -3.716 1.515 0.768 -0.41
H -0.973 -1.018 -0.544 0.29
H 1.087 -2.052 -0.852 0.22
C 0.373 -1.504 1.144 -0.43
S -2.515 1.409 1.574 0.77
O -1.524 2.304 1.089 -0.38
H 1.904 -0.657 -0.390 0.23
H 0.178 1.724 -2.244 0.30
C 1.212 1.666 -2.200 0.11
H 0.892 -0.973 1.981 0.21
H -0.062 0.465 0.401 0.38
N 2.361 1.541 -2.109 -0.39
H -0.111 -2.539 1.359 0.22
C -0.196 -0.603 0.150 -0.56
```

Values from the calculation:
HOMO-LUMO gap = 9.105 eV
Charge = 0
HOMO energy = -10.507 eV
E_LUMO = -1.40 eV


# C4H7NO2S2

A 2-piece molecular cluster, C4H7NO2S2 overall at a distorted geometry (ωB97M-V/def2-TZVPD, OMol25).

Structure (XYZ):
```
16
Properties=species:S:1:pos:R:3:mulliken_charge:R:1
C 1.361 0.330 1.102 -0.62
S 0.000 -0.768 1.438 -0.08
H 1.112 1.077 -2.288 0.33
O -3.922 -0.908 0.692 -0.53
H 2.701 0.732 -0.446 0.34
H 1.867 -0.769 -0.672 0.36
N -2.860 -1.401 0.293 0.44
S -0.704 0.063 -1.468 -0.08
H 1.042 1.330 1.411 0.37
H 2.101 -0.089 1.791 0.33
H 0.495 1.973 -0.840 0.37
O -2.606 -2.523 -0.089 -0.45
C 0.792 1.000 -1.245 -0.62
C -1.022 -0.243 0.178 0.05
C 1.744 0.256 -0.350 -0.59
H -2.102 -0.060 0.493 0.37
```

Values from the calculation:
HOMO-LUMO gap = 6.532 eV
Charge = 0
HOMO energy = -7.785 eV
E_LUMO = -1.25 eV


# C4H7NO2S2

One molecule with the formula C4H7NO2S2 at a distorted geometry (ωB97M-V/def2-TZVPD, OMol25).

Structure (XYZ):
```
16
Properties=species:S:1:pos:R:3:mulliken_charge:R:1
O -1.610 1.847 1.683 -0.69
S -3.218 0.077 -0.544 0.03
H 0.758 -0.728 0.882 0.34
N -1.308 1.660 0.484 0.61
H -0.389 1.666 -1.783 0.40
C 0.674 0.280 1.110 -1.13
H 1.114 1.003 -1.364 0.47
S -1.511 -2.257 0.639 -0.14
H -0.133 -0.091 -1.872 0.22
C -0.324 0.835 0.152 0.74
C -2.076 -0.745 0.087 0.25
H 1.759 0.633 0.900 0.33
H 0.543 0.478 2.184 0.30
C 0.095 0.864 -1.255 -1.41
O -2.287 1.870 -0.450 -0.49
H -2.691 -2.932 0.308 0.18
```

Values from the calculation:
HOMO-LUMO gap (spin up / spin down) = 7.573 / 7.574 eV
Charge = 0
HOMO energy (spin up / spin down) = -8.021 / -8.022 eV
E_LUMO (spin up / spin down) = -0.45 / -0.45 eV


# C4H7NO3

One molecule with the formula C4H7NO3 at a distorted geometry (ωB97M-V/def2-TZVPD, OMol25).

Structure (XYZ):
```
15
Properties=species:S:1:pos:R:3:mulliken_charge:R:1
C -1.033 0.430 -0.038 -0.54
O 0.979 0.983 1.226 -0.29
C -0.393 0.504 1.352 -0.52
C 1.920 0.018 1.082 0.17
O 1.727 -1.175 0.871 -0.55
H 2.953 0.342 1.235 0.40
H -0.935 1.193 1.966 0.36
H -0.427 -0.417 1.909 0.36
C -0.472 -0.591 -2.229 -0.01
O -1.063 0.287 -2.843 -0.59
H 0.042 -1.340 -2.806 0.40
H -2.104 0.239 0.111 0.31
H 0.231 -1.221 -0.407 0.31
H -0.957 1.379 -0.557 0.34
N -0.468 -0.631 -0.871 -0.15
```

Values from the calculation:
HOMO-LUMO gap = 10.480 eV
Charge = 0
HOMO energy = -9.740 eV
SMILES string = O=CNCCOC=O
E_LUMO = 0.74 eV


# C4H7NO3

One molecule with the formula C4H7NO3 at a distorted geometry (ωB97M-V/def2-TZVPD, OMol25).

Structure (XYZ):
```
15
Properties=species:S:1:pos:R:3:mulliken_charge:R:1
O 0.284 0.408 1.472 -0.33
H 1.940 -0.659 1.875 0.41
H -1.629 1.067 -2.357 0.25
C 1.168 -0.530 1.170 0.17
C -1.003 0.688 0.915 -0.33
O 0.197 -1.377 -0.712 -0.42
N 1.474 -1.486 0.360 -0.30
C 0.244 -0.061 -1.530 -0.36
H 1.086 0.601 -1.394 0.28
C -0.988 0.577 -1.298 -0.34
O -0.972 1.588 -0.157 -0.39
H 0.418 -0.460 -2.703 0.29
H -1.519 1.273 1.745 0.24
H -1.713 -0.239 -0.903 0.32
H -1.499 -0.185 0.847 0.50
```

Values from the calculation:
HOMO-LUMO gap = 10.839 eV
Charge = 0
HOMO energy = -10.012 eV
SMILES string = C1=N\OCCOCO/1
E_LUMO = 0.83 eV


# C4H7NO3

One molecule with the formula C4H7NO3 at a distorted geometry (ωB97M-V/def2-TZVPD, OMol25).

Structure (XYZ):
```
15
Properties=species:S:1:pos:R:3:mulliken_charge:R:1
H -0.972 -1.179 -0.920 0.36
H 0.440 -0.542 -2.454 0.30
C -0.334 -0.441 -0.445 0.46
H 1.698 -0.255 -1.263 0.33
H 0.446 -2.138 0.622 0.23
H 1.091 -1.336 2.545 0.35
C -1.153 0.751 0.079 0.31
C 0.671 -0.574 1.875 -0.02
O -2.283 0.650 0.457 -0.59
N 0.355 -1.130 0.661 -0.21
H -1.129 2.644 0.220 0.34
H 0.579 1.033 -1.828 0.31
C 0.676 -0.010 -1.536 -1.22
O -0.578 1.933 -0.139 -0.42
O 0.494 0.594 2.127 -0.53
```

Values from the calculation:
HOMO-LUMO gap = 10.688 eV
Charge = 0
HOMO energy = -9.984 eV
SMILES string = C[C@@H](NC=O)C(=O)O
E_LUMO = 0.70 eV